This record from OMol25 describes a 12-piece molecular cluster, C56H147N11O2 overall. The level of theory is ωB97M-V with the def2-TZVPD basis set.

The largest force on an atom is 2.055 eV Å⁻¹. For the LUMO energy, the calculation gives 0.009 Eh.

ORCA input file:
```
! wB97M-V def2-TZVPD RIJCOSX def2/J DEFGRID3
* xyz 0 1
N 1.49 23.61 1.55
H 1.26 22.94 2.30
H 1.01 24.50 1.77
H 0.97 23.14 0.77
H 2.51 23.61 1.47
N 0.39 19.83 5.18
H 0.90 20.15 5.99
H -0.65 19.90 5.32
H 0.60 18.85 4.84
H 0.54 20.53 4.43
O 0.29 21.57 2.95
C -0.65 21.16 1.99
C -0.33 21.01 0.43
O 0.19 22.09 -0.32
H -1.58 21.75 2.00
H -1.10 20.19 2.28
H -1.26 20.74 -0.10
H 0.37 20.17 0.27
C 2.06 17.92 2.51
C 2.08 17.08 3.77
N 0.87 17.18 4.58
C 0.93 16.43 5.84
C 1.93 17.00 6.86
C -0.35 16.88 3.80
C -0.52 15.42 3.42
H 3.06 17.97 2.10
H 1.64 18.92 2.72
H 1.50 17.47 1.69
H 2.22 16.02 3.49
H 2.96 17.38 4.34
H 1.29 15.42 5.62
H 0.02 16.39 6.43
H 1.92 16.39 7.76
H 1.72 18.06 7.02
H 2.93 16.97 6.42
H -1.20 17.27 4.36
H -0.43 17.47 2.88
H -1.51 15.25 3.00
H 0.22 15.10 2.68
H -0.44 14.75 4.29
C -5.84 25.70 -2.15
C -5.67 25.92 -0.66
N -5.09 24.73 -0.04
C -5.22 24.81 1.41
C -6.66 24.83 1.93
C -3.68 24.51 -0.40
C -2.91 23.39 0.31
H -6.18 26.65 -2.60
H -6.54 24.91 -2.41
H -4.90 25.49 -2.67
H -5.09 26.83 -0.44
H -6.67 26.15 -0.28
H -4.76 23.94 1.88
H -4.68 25.65 1.87
H -7.23 25.70 1.61
H -7.26 23.94 1.70
H -6.71 24.84 3.02
H -3.13 25.46 -0.39
H -3.75 24.18 -1.44
H -2.05 23.11 -0.30
H -3.53 22.49 0.38
H -2.65 23.66 1.33
C 0.23 16.16 -0.12
C -0.77 17.30 -0.04
N -1.95 16.90 0.75
C -2.79 15.94 0.04
C -3.94 15.42 0.91
C -2.65 18.10 1.21
C -3.11 19.07 0.08
H -0.11 15.37 -0.79
H 0.40 15.71 0.86
H 1.19 16.42 -0.58
H -0.27 18.14 0.47
H -0.94 17.72 -1.04
H -3.21 16.45 -0.83
H -2.23 15.05 -0.26
H -4.39 14.55 0.43
H -3.56 15.05 1.87
H -4.74 16.14 1.06
H -1.97 18.65 1.85
H -3.57 17.86 1.74
H -3.74 19.89 0.41
H -3.59 18.56 -0.76
H -2.23 19.56 -0.35
C -2.24 18.95 7.90
C -2.85 18.98 6.50
N -2.39 20.09 5.68
C -2.73 21.39 6.29
C -2.07 22.54 5.50
C -2.87 19.96 4.30
C -4.41 19.87 4.09
H -2.54 18.00 8.36
H -2.69 19.72 8.52
H -1.15 18.97 7.95
H -2.54 18.04 6.02
H -3.93 18.85 6.60
H -3.82 21.47 6.34
H -2.25 21.49 7.26
H -2.56 22.78 4.56
H -2.16 23.47 6.06
H -1.00 22.36 5.40
H -2.36 19.17 3.76
H -2.50 20.83 3.75
H -4.75 18.92 4.51
H -4.76 19.89 3.06
H -4.84 20.73 4.60
C 6.05 25.72 -3.34
C 5.06 24.59 -3.65
N 5.15 23.49 -2.70
C 4.06 22.52 -2.91
C 2.76 23.08 -2.33
C 6.44 22.78 -2.80
C 6.81 22.11 -4.14
H 5.87 26.62 -3.92
H 7.05 25.33 -3.55
H 6.02 26.03 -2.29
H 4.09 25.08 -3.57
H 5.10 24.27 -4.70
H 4.31 21.56 -2.47
H 3.95 22.33 -3.99
H 2.81 23.06 -1.24
H 1.98 22.37 -2.62
H 2.48 24.05 -2.71
H 7.31 23.38 -2.53
H 6.41 21.94 -2.11
H 6.08 21.35 -4.42
H 6.88 22.87 -4.92
H 7.76 21.59 -4.13
C -0.67 25.98 0.07
C -0.25 26.81 1.31
N 0.11 25.99 2.45
C 0.71 26.78 3.53
C 1.29 25.89 4.63
C -0.96 25.07 2.92
C -2.12 25.78 3.64
H -1.62 25.46 0.20
H 0.16 25.29 -0.09
H -0.60 26.62 -0.81
H 0.63 27.38 1.00
H -1.01 27.56 1.56
H 1.52 27.35 3.05
H 0.02 27.54 3.92
H 1.98 26.43 5.27
H 0.47 25.44 5.19
H 1.78 25.01 4.22
H -0.48 24.29 3.51
H -1.35 24.51 2.07
H -2.85 25.00 3.89
H -2.65 26.57 3.11
H -1.85 26.17 4.62
C 3.82 21.05 0.69
C 4.27 21.77 1.94
N 4.37 23.22 1.74
C 5.43 23.60 0.77
C 6.85 23.22 1.17
C 4.55 23.89 3.03
C 4.38 25.40 2.94
H 4.55 21.02 -0.12
H 2.84 21.35 0.31
H 3.65 20.00 0.95
H 3.46 21.62 2.66
H 5.21 21.39 2.35
H 5.18 23.23 -0.22
H 5.39 24.67 0.57
H 7.60 23.41 0.41
H 7.16 23.87 1.99
H 6.95 22.19 1.52
H 5.53 23.73 3.49
H 3.80 23.51 3.74
H 3.45 25.73 2.47
H 5.18 25.85 2.35
H 4.49 25.79 3.95
C -0.68 18.31 -3.86
C 0.31 18.98 -2.91
N 1.69 18.83 -3.38
C 2.59 19.16 -2.28
C 2.59 18.08 -1.19
C 1.99 19.66 -4.55
C 3.34 19.35 -5.14
H -0.86 18.82 -4.81
H -1.66 18.34 -3.37
H -0.46 17.26 -4.08
H 0.02 20.01 -2.65
H 0.18 18.51 -1.93
H 3.62 19.34 -2.60
H 2.32 20.13 -1.83
H 3.44 18.20 -0.52
H 1.74 18.11 -0.51
H 2.65 17.10 -1.66
H 1.97 20.75 -4.35
H 1.17 19.52 -5.26
H 4.22 19.70 -4.61
H 3.39 19.85 -6.12
H 3.38 18.28 -5.34
C -3.97 21.45 -2.51
C -3.43 22.29 -3.66
N -2.11 21.96 -4.20
C -0.99 22.35 -3.33
C -0.81 23.87 -3.30
C -1.95 20.56 -4.56
C -2.85 20.14 -5.74
H -3.95 20.39 -2.76
H -4.95 21.79 -2.19
H -3.35 21.64 -1.63
H -4.08 22.24 -4.54
H -3.47 23.35 -3.42
H -0.06 21.92 -3.69
H -1.22 22.04 -2.30
H -0.75 24.37 -4.28
H 0.09 24.19 -2.78
H -1.62 24.42 -2.82
H -0.95 20.42 -4.97
H -2.11 19.85 -3.74
H -3.92 20.15 -5.53
H -2.68 20.77 -6.62
H -2.50 19.17 -6.09
*
```